(1)
Molecular formula: C20H21BrN2O2Os
Method: DFT, wB97M-V/def2-TZVPD

XYZ file:
```
47
Properties=species:S:1:pos:R:3:forces:R:3:nbo_charge:R:1
Os 1.960100 -0.642044 -0.113970 -7.84 -1.09 0.86 1.59
Br -0.541431 0.885220 3.925984 -0.58 1.28 -0.70 0.33
O 0.588952 0.910032 0.575369 -0.69 -0.02 0.36 -0.77
O -1.539667 0.045442 0.590569 1.70 1.71 0.57 -0.58
N 0.451773 -0.386188 -1.966943 0.50 0.64 -0.36 -0.54
N 0.082026 -2.311366 -0.202671 0.29 0.44 0.45 -0.50
C -0.667104 -1.115384 -2.124415 -0.39 0.55 -0.99 0.28
C -2.216479 4.413882 1.352019 0.02 -0.77 -0.81 -0.01
C -1.179769 2.214328 1.475427 -0.71 -0.37 -1.64 0.05
C 3.729732 -1.327779 0.000362 5.26 -3.60 0.48 -0.81
C -1.158270 2.340727 2.875870 0.79 -0.70 1.32 0.03
C -2.210961 -3.945347 -0.164878 0.48 0.36 -0.07 -0.12
C -1.801611 3.220475 0.734878 0.39 -0.19 0.01 -0.25
C 3.397914 0.451331 -0.749530 2.45 3.94 -0.86 -0.80
C -1.626890 -0.807960 -3.126686 1.42 0.50 0.66 -0.21
C -0.684049 0.916326 0.825351 -0.88 -0.97 -0.69 0.75
C -0.112395 -3.193029 0.782037 -1.07 -0.59 -0.26 0.07
C 1.895039 -1.150942 1.918350 0.47 -0.11 1.33 -0.82
C -0.861777 -2.183732 -1.149896 -0.69 -1.38 0.29 0.16
C -1.540559 3.537929 3.488181 -0.43 1.24 0.86 -0.24
C -1.255487 -4.014851 0.847509 0.61 0.61 -0.37 -0.22
C -2.078649 4.577981 2.737735 0.68 -0.82 1.32 -0.12
C -0.324149 1.096839 -3.697673 0.91 0.05 0.69 -0.23
C -1.446218 0.321363 -3.926354 -0.18 -0.62 0.25 -0.12
C 0.609720 0.717125 -2.720043 -0.95 -0.33 -0.49 0.06
C -2.000508 -3.019899 -1.183068 0.98 0.51 0.32 -0.19
H 4.301490 0.719912 -0.160941 -0.78 0.16 -0.25 0.28
H 0.636394 -3.237717 1.560685 -0.04 -0.15 -0.12 0.21
H 2.361383 -0.354221 2.526050 0.07 0.02 -0.53 0.25
H -0.135068 1.999365 -4.249222 0.00 0.17 -0.20 0.25
H -1.362411 -4.683430 1.680336 -0.04 -0.21 0.17 0.25
H 1.486277 1.311678 -2.506553 0.03 0.09 -0.22 0.21
H -3.095838 -4.577832 -0.171048 0.22 0.10 0.07 0.25
H -2.642224 5.214473 0.759356 0.02 -0.07 -0.04 0.25
H 0.871335 -1.221398 2.321172 0.10 0.21 -0.81 0.24
H -2.376377 5.504096 3.222121 0.04 -0.19 -0.07 0.26
H 3.790935 0.241436 -1.753146 -0.62 0.26 0.02 0.27
H -1.921017 3.088824 -0.339463 0.08 0.09 0.25 0.26
H 4.079604 -1.239862 1.056851 0.02 -1.03 -0.93 0.26
H 2.738312 1.312107 -0.684597 -0.22 1.33 -0.71 0.22
H -1.411917 3.648915 4.572187 -0.18 -0.09 -0.51 0.27
H -2.476572 -1.436637 -3.249721 -0.46 -0.21 -0.08 0.24
H 3.539186 -2.297587 -0.493872 -0.41 -1.06 1.12 0.26
H -2.689491 -2.907563 -2.000348 -0.22 -0.14 0.04 0.23
H -2.177061 0.580314 -4.701175 0.36 -0.10 0.36 0.26
H 2.402847 -2.078053 2.257655 -0.05 0.38 -0.77 0.24
H 4.610931 -1.137301 -0.649842 -0.45 0.16 0.71 0.24
```
Positions in Å, forces in eV/Å.

- 2S+1: 5
- Total charge: +2
- E_tot: -100643.7541 eV
- HOMO level (spin up / spin down): -14.6 / -14.6 eV


(2)
Molecular formula: C4H6N2
Method: DFT, wB97M-V/def2-TZVPD

XYZ file:
```
12
Properties=species:S:1:pos:R:3:forces:R:3:nbo_charge:R:1
N -0.395546 -0.242370 0.124739 2.12 -1.04 -0.05 -0.14
N 1.828825 -0.128191 0.112285 6.80 3.39 -0.48 -0.28
C 2.883086 0.346016 -0.013340 -1.80 0.62 -0.24 0.64
C 0.724343 -0.793056 0.051877 -3.79 -2.73 -0.03 0.33
C -1.182856 0.895495 0.004116 -0.61 2.03 2.00 -0.21
C -1.756939 -0.492282 -0.004012 -2.88 -1.07 -3.10 -0.21
H -2.237702 -0.783735 0.931332 -0.07 -0.12 -0.30 0.30
H 3.724496 1.076191 -0.262868 -0.60 -1.25 0.57 0.38
H 0.741235 -1.847722 -0.105729 0.43 -0.92 0.14 0.30
H -1.273003 1.386581 0.989845 -0.22 0.07 -0.58 0.29
H -2.141724 -0.988264 -1.038759 1.05 1.08 2.70 0.32
H -0.914220 1.571336 -0.789490 -0.42 -0.08 -0.64 0.29
```
Positions in Å, forces in eV/Å.

- SMILES: C#[N+]C=[N+]1CC1
- Total charge: +2
- Energy relative to the best compared isomer or geometry (same formula, charge and spin): 2.950 eV
- E_tot: -7201.6480 eV
- HOMO level: -22.2 eV


(3)
Molecular formula: C27H22F2MoN5O8S2Se
Method: DFT, wB97M-V/def2-TZVPD

XYZ file:
```
68
Properties=species:S:1:pos:R:3:forces:R:3:nbo_charge:R:1
Mo 2.658693 -0.891786 0.636726 0.22 -1.07 -0.43 1.27
Se 2.060915 -3.287321 0.073552 -0.11 0.11 0.21 2.35
S -0.140453 3.102083 -0.732236 0.07 -0.08 -0.23 2.34
S 2.032182 3.695233 1.505020 0.26 0.10 0.18 0.39
F 5.552410 -1.121046 -0.320961 0.01 0.05 0.01 -0.35
F 4.773940 0.910788 -0.474396 0.02 -0.02 0.02 -0.37
O 0.191719 4.382414 -0.140978 -0.08 0.17 -0.13 -0.97
O 0.370243 0.389673 2.529277 -0.23 -0.48 0.12 -0.52
O 1.739236 -4.311432 1.276712 0.07 -0.06 0.01 -0.98
O 2.643365 -0.595832 -1.385813 -0.03 0.34 -0.02 -0.69
O 2.926601 -1.357944 2.214016 -0.22 0.22 0.16 -0.50
O 3.653207 -2.795719 -0.048505 0.01 0.31 0.12 -0.89
O 1.357997 -3.632212 -1.337587 -0.01 0.03 -0.04 -0.99
O -0.435438 3.046216 -2.137311 -0.01 0.02 0.08 -0.95
N 0.986430 2.009018 -0.394865 -0.03 -0.20 -0.14 -0.89
N -0.170754 -0.940171 -0.984189 -0.10 -0.06 0.12 -0.09
N -4.767653 0.701678 2.123844 0.02 0.01 -0.05 -0.80
N 2.515883 1.180627 1.176570 0.04 0.45 -0.25 -0.61
N 0.407697 -0.901574 0.137108 0.20 0.19 -0.21 -0.27
C -0.432771 -0.889646 -3.333897 -0.06 0.12 0.01 0.09
C -3.697079 1.305490 1.449809 0.01 -0.01 0.13 0.16
C -1.563976 2.500185 0.124764 0.08 -0.12 -0.02 -0.38
C 0.095800 -0.649511 -4.615129 0.06 0.03 0.01 -0.13
C -2.162766 -2.846805 1.988720 -0.01 0.00 0.04 -0.24
C 1.797356 2.183631 0.616912 -0.08 -0.16 0.55 0.33
C -1.520218 2.341567 1.504603 -0.05 0.03 0.00 -0.16
C -2.576784 1.745081 2.162347 -0.09 0.10 -0.06 -0.22
C 1.487438 -0.337742 -4.741353 0.00 -0.06 0.00 -0.12
C 0.429408 -0.753974 -2.181889 0.12 -0.02 0.05 -0.07
C -3.748626 1.516923 0.076716 -0.05 -0.02 -0.08 -0.28
C -2.567244 -1.393825 -4.349997 0.00 0.03 0.03 -0.21
C 3.248406 1.609621 2.273046 0.36 -0.01 -0.29 -0.04
C -0.482004 -1.320727 1.180794 -0.04 0.00 0.07 0.13
C 2.313995 -0.317265 -3.673874 -0.02 0.12 -0.06 -0.27
C -1.296011 -1.128771 3.435425 0.06 -0.01 -0.01 -0.25
C 4.739859 -0.224026 0.300801 -0.01 0.00 -0.05 0.38
C 3.124280 2.902606 2.588757 0.14 0.07 -0.13 -0.49
C -2.143497 -2.206829 3.217321 0.02 0.02 -0.04 -0.21
C -0.732172 -0.750425 -5.746881 -0.05 -0.04 -0.01 -0.16
C -1.325664 -2.404736 0.978134 0.07 0.04 -0.06 -0.19
C -2.682465 2.105798 -0.583755 -0.03 -0.12 -0.03 -0.14
C -1.781450 -1.280859 -3.229561 -0.04 0.10 0.02 -0.21
C 1.807283 -0.543712 -2.357102 -0.10 -0.19 -0.01 0.54
C 0.708067 0.839831 3.828447 -0.18 0.03 0.07 -0.26
C -0.460163 -0.679736 2.419107 0.09 0.14 0.12 0.28
C -2.048804 -1.114320 -5.623846 0.05 0.00 0.01 -0.24
H -2.536626 1.598406 3.235070 -0.02 0.01 0.02 0.20
H 3.850794 0.885064 2.798691 -0.02 0.00 0.02 0.23
H -4.483430 0.185001 2.942291 0.03 -0.01 0.02 0.37
H -0.642483 2.654040 2.055811 -0.07 0.05 -0.02 0.23
H -5.341444 0.125418 1.526234 0.02 0.01 0.01 0.37
H -2.698359 2.238345 -1.655195 0.02 -0.03 -0.08 0.24
H 1.049661 0.010644 4.451646 0.00 -0.03 0.02 0.19
H 1.514396 1.555782 3.693780 -0.23 -0.12 0.14 0.22
H -0.305767 -0.545736 -6.721874 0.01 0.00 -0.02 0.20
H -2.778023 -2.552643 4.023132 -0.01 -0.01 0.02 0.21
H -0.138805 1.339974 4.306628 -0.09 -0.03 0.04 0.17
H 3.601080 3.426754 3.399463 0.02 -0.01 0.02 0.23
H -2.679740 -1.196558 -6.499037 -0.01 0.00 -0.01 0.20
H -4.616652 1.188540 -0.485451 0.01 0.01 0.02 0.20
H -2.184638 -1.487667 -2.248747 -0.02 0.01 0.01 0.23
H -2.797816 -3.706299 1.823052 -0.01 0.00 0.01 0.21
H 1.881234 -0.156092 -5.734934 0.00 0.01 -0.02 0.20
H -1.281343 -2.917518 0.026070 0.00 0.02 -0.02 0.24
H -3.601897 -1.699176 -4.248388 0.01 0.00 0.00 0.20
H -1.288180 -0.637388 4.396231 0.01 0.04 0.06 0.21
H 3.375473 -0.131714 -3.762699 0.01 0.02 0.00 0.23
H 5.216143 0.032308 1.253823 0.01 -0.02 -0.02 0.11
```
Positions in Å, forces in eV/Å.

- Total charge: -1
- Energy relative to the best compared isomer or geometry (same formula, charge and spin): 1.861 eV
- E_tot: -146493.5608 eV
- HOMO level: -5.3 eV


(4)
Molecular formula: C19H50CdN3O8
Method: DFT, wB97M-V/def2-TZVPD

XYZ file:
```
81
Properties=species:S:1:pos:R:3:forces:R:3:mulliken_charge:R:1
Cd -1.879428 -0.571534 0.890641 1.21 1.85 0.27 0.80
O -7.471658 3.223796 0.771661 0.83 0.96 -1.85 -0.36
O 4.412072 0.204366 -2.432479 -0.22 0.86 1.97 -0.41
O 1.339702 -2.997794 2.524901 -0.29 0.97 0.27 -0.36
O -2.688668 3.575086 -0.886889 0.02 -0.94 1.11 -0.25
O -2.344338 0.700266 2.866661 -2.62 0.17 -0.41 -0.10
O -0.075948 0.635936 -2.350909 -0.15 0.11 -0.35 -0.57
O 0.132142 0.118946 0.895701 0.83 0.20 -0.03 -0.17
O 7.980792 -4.008854 -1.501719 0.12 -0.99 -1.52 -0.30
N -5.469438 3.651786 -1.440469 -0.08 2.15 -1.36 -0.09
N 5.233722 -2.726444 -2.276419 -0.75 -0.15 0.04 -0.26
N -1.272798 -1.819824 2.505951 0.03 -0.71 2.21 0.20
C -3.165318 4.176646 -2.069429 0.00 0.38 -1.82 -0.62
C -1.363008 3.909746 -0.443189 -0.61 1.71 -0.07 -0.47
C -1.803008 -1.377444 3.876041 -0.48 -1.30 -1.10 -0.69
C 9.117082 -4.864844 -1.676319 0.10 -1.16 0.24 -0.82
C -7.599068 4.571646 1.306051 -1.21 -1.09 -0.68 -0.75
C 0.317172 -3.448184 1.694531 -0.54 -1.19 0.36 -0.58
C -7.727568 3.174096 -0.702439 -0.70 -1.05 1.54 -0.77
C 2.656042 -3.111704 1.962041 -0.63 -0.42 0.03 -0.56
C -4.566038 3.710686 -2.570829 1.49 -1.05 1.54 -0.78
C -2.482768 2.127386 2.934521 0.57 0.81 -0.59 -0.77
C 5.572562 -4.074504 -1.857559 -0.23 1.85 0.46 -0.65
C 1.148952 1.046566 1.399241 -1.71 -0.76 0.31 -0.95
C 3.688992 -0.957184 -2.820729 0.65 0.64 1.35 -0.67
C -1.088788 -3.275534 2.296741 0.57 -0.08 -0.65 -0.78
C 6.927202 -4.503114 -2.380899 -0.85 -0.89 1.45 -0.58
C -6.582918 2.770526 -1.586599 1.02 -0.26 1.07 -0.57
C 3.872402 0.798676 -1.192379 -0.03 -0.07 -1.50 -0.55
C -1.802478 0.089556 4.052021 1.08 1.71 -1.55 -0.50
C 3.956322 -2.129734 -1.817579 0.77 -0.23 -2.37 -0.21
H -5.041038 3.635756 -0.525969 0.10 -0.23 -0.33 0.22
H -6.111418 1.816416 -1.351109 -1.01 -1.02 0.14 0.39
H 2.644352 -0.674554 -2.950839 -0.37 -0.23 0.30 0.38
H -8.673398 4.700126 1.437951 -0.14 0.34 0.37 0.32
H 0.329062 -2.941074 0.729751 0.26 -0.07 -0.38 0.22
H 5.670762 -4.190174 -0.778169 0.08 0.16 0.59 0.23
H -4.860918 4.298776 -3.439909 -0.28 0.85 0.45 0.32
H 3.954012 -1.939424 -0.744319 -0.18 0.62 0.02 0.04
H -1.320738 -1.862124 4.724931 0.49 -0.09 -0.28 0.40
H -2.526778 2.588406 3.921241 -0.48 -0.77 0.37 0.34
H -0.862808 0.609176 3.864631 1.16 -0.86 1.93 0.30
H -2.327348 0.379576 4.962241 0.04 0.12 -0.09 0.33
H 4.701672 -4.692374 -2.076379 0.37 -0.50 -0.71 0.41
H -1.761058 -3.593514 1.499861 -0.22 -0.43 0.38 0.28
H 3.122012 -2.793984 -2.042959 0.16 -0.69 0.19 0.37
H -2.461328 3.928566 -2.863759 0.16 0.12 -0.25 0.45
H -1.598588 2.610876 2.519101 0.26 -0.24 -0.34 0.21
H 4.055372 0.309146 -0.235819 0.47 -0.68 -0.26 0.20
H -7.315028 5.337226 0.584031 0.62 -0.06 0.20 0.34
H 0.387752 -4.533074 1.616181 0.28 -0.22 -0.76 0.52
H -3.328988 2.455176 2.330731 -0.09 -0.28 0.17 0.28
H -3.247648 5.263516 -2.062639 0.39 0.27 0.79 0.33
H 4.265822 1.808886 -1.079319 0.06 -0.07 -0.39 0.38
H 3.324792 -2.672364 2.702211 0.06 -0.28 -0.24 0.31
H 2.764392 -2.636104 0.987271 -0.26 0.49 0.07 0.08
H -0.704388 4.191716 -1.264659 0.08 -0.47 -0.17 0.37
H 1.248782 1.936836 0.778301 0.11 -0.07 -0.03 0.36
H 7.073502 -4.331814 -3.447369 0.28 0.23 0.10 0.35
H -8.466558 2.378936 -0.801019 -0.33 0.09 -0.01 0.39
H 6.776402 -5.561004 -2.165879 0.97 -0.60 -0.52 0.38
H -7.118028 4.632186 2.282281 0.23 0.00 -0.30 0.24
H -6.967578 2.698536 -2.603919 0.15 0.32 -0.11 0.37
H -2.833238 -1.732674 3.898971 -0.15 0.03 0.02 0.40
H 2.789382 0.835016 -1.310029 -0.21 0.20 0.02 0.16
H 6.025042 -2.103684 -2.198429 -0.16 0.23 0.23 0.25
H 0.909542 1.327286 2.424901 -0.52 0.57 0.12 0.23
H 9.543612 -4.976684 -2.673139 0.04 1.24 -0.39 0.34
H -0.292608 -1.584344 2.443711 0.52 1.36 0.34 0.35
H -1.190628 -3.898834 3.185131 -0.20 0.32 0.12 0.32
H -1.398798 4.792786 0.194831 -0.35 0.62 -0.18 0.37
H 4.090702 -1.195604 -3.805559 -0.04 -0.42 0.20 0.35
H -4.445868 2.747916 -3.067539 0.07 -0.83 0.31 0.38
H 9.908042 -4.734134 -0.937809 -0.21 0.89 -0.08 0.31
H -8.165648 4.094996 -1.087289 0.10 0.20 0.33 0.36
H 0.039922 1.089126 -1.515789 0.16 0.07 0.42 0.25
H 2.825932 -4.170064 1.764301 0.46 -0.14 0.34 0.38
H -0.877928 3.254066 0.279921 -0.46 -1.18 -0.67 -0.22
H 8.883602 -5.922214 -1.551619 -0.84 -0.25 0.56 0.32
H 2.113092 0.579596 1.600401 0.12 -0.50 -0.94 0.25
H -0.521108 -0.179814 -2.121539 0.08 -0.23 -0.04 0.25
```
Positions in Å, forces in eV/Å.

- Total charge: +1
- Energy relative to the best compared isomer or geometry (same formula, charge and spin): 3.506 eV
- E_tot: -45913.2813 eV
- HOMO level: -10.1 eV


(5)
Molecular formula: C2H7S3
Method: DFT, wB97M-V/def2-TZVPD

XYZ file:
```
12
Properties=species:S:1:pos:R:3:forces:R:3:nbo_charge:R:1
S -1.442812 -0.936789 0.051893 -0.18 0.05 0.21 0.03
S 0.931086 2.461228 0.409647 0.04 0.19 -0.02 -1.08
S 0.370232 -1.695027 -0.469428 0.04 0.08 -0.26 0.04
C 1.580313 -0.981665 0.688138 -0.10 -0.83 -0.24 -0.75
C -1.588843 0.726275 -0.711176 0.17 -1.00 0.00 -0.74
H 1.871333 -1.747240 1.407128 0.03 0.05 0.05 0.19
H -1.700144 1.444742 0.079468 -0.11 0.36 0.21 0.24
H -0.651791 0.924082 -1.212324 0.09 0.20 -0.21 0.27
H 1.915971 3.337447 0.659571 0.03 0.00 0.04 0.10
H -2.433576 0.692399 -1.394576 0.00 0.17 -0.06 0.20
H 2.429068 -0.652170 0.100970 0.11 0.12 0.00 0.23
H 1.139569 -0.130899 1.162097 -0.12 0.61 0.27 0.28
```
Positions in Å, forces in eV/Å.

- Total charge: -1
- Energy relative to the best compared isomer or geometry (same formula, charge and spin): 0.414 eV
- E_tot: -34694.4117 eV
- HOMO level: -2.9 eV


Calculated max |F| (eV/Å), listed in the same order as above: 7.96, 7.61, 1.18, 2.66, 1.02